(1)
Below is C35H44NO3P2SiTl as an isolated structure in a non-equilibrium geometry, with properties calculated with ωB97M-V/def2-TZVPD.

Computed properties:
Frontier orbital gap, eV: 6.87
Total charge: 0
Strongest force on any atom, eV/A: 1.98
Lowest unoccupied orbital energy, eV: 0.3

```
87
Properties=species:S:1:pos:R:3:forces:R:3:mulliken_charge:R:1
C -1.213 2.332 -4.524 0.432 -0.061 0.032 -1.09
C -1.250 1.319 -3.514 0.034 -0.133 0.284 0.80
N -0.101 1.009 -2.827 0.066 -0.403 -0.198 0.21
C 1.070 1.518 -3.195 -0.394 0.968 -0.801 0.53
C 1.154 2.520 -4.175 0.574 -0.549 0.376 -0.90
C -0.003 2.925 -4.844 -0.622 -0.258 0.302 -0.46
C -2.448 0.599 -3.236 0.018 -0.203 0.114 -1.66
P -2.564 -0.551 -1.902 0.359 1.130 -1.132 0.90
Tl -0.192 -0.896 -0.863 -0.586 -0.024 0.784 1.53
P 2.294 -0.636 -1.780 0.278 0.532 -0.002 0.76
C 2.356 1.046 -2.520 -0.101 0.165 0.162 -1.25
C -0.625 -2.863 0.223 0.301 1.577 -1.151 0.42
C -1.192 -2.753 1.478 0.439 -0.924 1.195 -0.18
C -0.943 -3.798 2.398 -0.425 0.141 -0.367 -0.55
C -0.297 -4.968 1.977 0.132 0.124 -0.109 -0.66
C 0.137 -5.100 0.654 -0.308 0.391 -0.435 -0.50
C -0.024 -4.012 -0.244 0.460 -1.340 1.105 -0.34
O -1.820 -1.375 -5.622 -0.652 0.337 -0.678 -0.69
O 0.830 -1.589 -5.302 -0.427 0.130 -0.109 -0.58
H -2.146 2.591 -5.032 0.352 -0.031 0.124 0.42
H 2.126 2.949 -4.402 -0.149 -0.046 -0.082 0.46
H 0.049 3.695 -5.614 -0.017 -0.168 0.192 0.39
C -3.615 0.127 -0.577 -0.310 -0.186 0.218 -1.30
C -3.428 -2.047 -2.495 -0.005 -0.243 0.240 -1.21
H 3.167 1.052 -3.269 -0.237 0.114 0.354 0.50
H 2.611 1.753 -1.711 -0.025 -0.249 -0.236 0.44
H -2.196 -0.627 -5.109 0.241 -0.158 0.263 0.36
H -3.345 0.911 -3.777 0.111 -0.028 0.274 0.28
C 3.500 -0.597 -0.411 -0.005 -0.124 0.180 -1.14
C 3.176 -1.658 -3.000 -0.296 -0.508 -0.248 -1.21
H -1.767 -1.874 1.785 0.445 -0.130 0.011 0.24
H -1.255 -3.699 3.441 -0.045 -0.047 -0.367 0.45
H -0.123 -5.786 2.683 -0.076 0.356 -0.228 0.36
H 0.605 -6.035 0.324 -0.163 0.397 0.114 0.39
H 0.357 -4.092 -1.261 0.008 0.054 0.222 0.22
H -0.384 -4.119 -3.981 0.184 0.294 0.260 0.32
H 1.066 -2.355 -5.833 -0.070 0.020 0.004 0.28
H -0.147 -1.454 -5.457 0.851 -0.149 0.197 0.32
H -2.103 -1.222 -6.543 0.175 -0.106 0.542 0.29
H -0.030 -3.535 -3.657 -0.215 -0.329 -0.247 -0.38
H -4.652 0.183 -0.941 0.214 0.068 0.186 0.58
H -3.573 -0.521 0.313 -0.084 0.201 -0.209 0.29
H -3.262 1.132 -0.305 -0.041 -0.379 -0.161 0.21
H -4.503 -1.829 -2.592 0.306 -0.131 -0.006 0.41
H -3.021 -2.363 -3.470 -0.103 0.215 0.435 0.26
H -3.280 -2.859 -1.764 -0.162 0.194 -0.231 0.34
H 4.211 -1.300 -3.103 -0.336 -0.042 0.067 0.45
H 3.187 -2.700 -2.647 0.065 0.282 -0.132 0.40
H 2.654 -1.623 -3.968 0.121 0.042 0.343 0.23
H 4.522 -0.533 -0.807 -0.262 0.070 0.093 0.51
H 3.301 0.242 0.262 -0.023 -0.115 -0.069 0.13
H 3.408 -1.522 0.177 0.026 0.226 -0.143 0.35
O -0.033 0.656 0.780 -0.209 -0.733 -1.660 0.61
Si 0.301 1.244 2.220 -0.232 -0.357 -0.117 -1.73
C 1.894 0.515 2.841 0.150 0.201 -0.313 0.57
C 1.960 -0.863 3.084 0.555 -0.036 0.377 -0.02
C 3.122 -1.422 3.631 -0.234 0.226 -0.091 -0.74
C 4.222 -0.603 3.906 -0.045 0.098 -0.190 -0.61
C 4.194 0.749 3.553 -0.124 0.077 -0.096 -0.65
C 3.036 1.307 2.993 0.285 -0.519 0.454 -0.30
C 0.275 3.122 2.157 0.311 -0.118 -0.199 0.35
C -0.395 3.665 1.052 -0.196 0.486 0.231 -0.26
C -0.741 5.021 1.030 0.064 -0.189 0.035 -0.57
C -0.321 5.870 2.055 0.097 -0.298 0.052 -0.47
C 0.464 5.355 3.097 -0.132 -0.199 -0.055 -0.72
C 0.740 3.979 3.163 -0.337 0.624 -0.174 -0.19
C -1.077 0.708 3.384 0.276 -0.033 -0.221 0.45
C -2.379 0.977 2.946 -0.418 -0.243 0.560 -0.28
C -3.477 0.597 3.726 0.209 0.124 -0.020 -0.72
C -3.274 -0.055 4.947 0.342 -0.048 -0.146 -0.46
C -1.973 -0.377 5.355 -0.097 0.174 -0.093 -0.74
C -0.876 0.004 4.574 -0.522 0.046 0.178 -0.19
H 1.101 -1.503 2.869 0.175 0.180 0.125 0.30
H 3.146 -2.485 3.869 0.079 0.218 -0.070 0.43
H 5.112 -1.024 4.373 -0.202 0.099 -0.128 0.38
H 5.059 1.388 3.729 -0.112 -0.236 -0.042 0.39
H 3.008 2.355 2.688 0.052 -0.229 0.241 0.44
H -0.679 3.014 0.222 -0.016 0.122 0.283 0.26
H -1.372 5.392 0.221 0.267 0.037 0.135 0.41
H -0.615 6.922 2.044 0.184 -0.310 0.029 0.35
H 0.822 6.024 3.881 -0.087 -0.208 -0.200 0.38
H 1.301 3.590 4.014 -0.187 0.063 -0.191 0.41
H -2.544 1.488 1.995 0.080 -0.080 0.263 0.41
H -4.486 0.839 3.388 0.215 -0.103 0.133 0.39
H -4.124 -0.309 5.579 0.176 -0.012 -0.160 0.39
H -1.805 -0.902 6.296 -0.107 0.106 -0.209 0.39
H 0.137 -0.244 4.901 -0.317 0.109 -0.053 0.39
```
Forces are in eV/Å.

---

(2)
Below is C2H7O2 as an isolated structure in a non-equilibrium geometry, with properties calculated with ωB97M-V/def2-TZVPD.

Computed properties:
Frontier orbital gap, eV: 7.97
Total charge: -1
Strongest force on any atom, eV/A: 1.28
Lowest unoccupied orbital energy, eV: 4.7
Relative energy (zero: lowest compared OMol25 entry of this formula, charge and spin), kcal per mole: 7.07

```
11
Properties=species:S:1:pos:R:3:forces:R:3:nbo_charge:R:1
O -2.601 0.588 0.364 -0.909 0.062 -0.094 -1.11
H -2.564 -0.180 0.945 0.141 0.245 -0.109 0.42
C 0.257 -0.115 0.285 -0.408 0.292 -0.575 -0.03
O -0.287 1.143 0.240 0.593 0.317 0.012 -0.89
C 1.459 -0.248 -0.699 -0.213 -0.739 1.017 -0.64
H 0.562 -0.411 1.306 0.373 0.054 0.122 0.09
H -0.503 -0.878 0.026 -0.011 -0.062 -0.187 0.11
H -1.550 0.984 0.258 0.010 -0.625 0.372 0.49
H 1.539 0.668 -1.269 0.134 0.170 -0.037 0.21
H 2.343 -0.448 -0.086 0.336 0.280 -0.356 0.17
H 1.345 -1.103 -1.369 -0.045 0.006 -0.165 0.17
```
Forces are in eV/Å.

---

(3)
Below is the molecule C3H8N2O in a non-equilibrium geometry, with properties calculated with ωB97M-V/def2-TZVPD.

Computed properties:
Frontier orbital gap (alpha / beta), eV: 6.47 / 6.54
Total charge: 0
Strongest force on any atom, eV/A: 2.17
Lowest unoccupied orbital energy (alpha / beta), eV: 0.7 / 0.6
Relative energy (zero: lowest compared OMol25 entry of this formula, charge and spin), kcal per mole: 86.78

```
14
Properties=species:S:1:pos:R:3:forces:R:3:nbo_charge:R:1
C -1.204 0.797 -0.096 -1.025 -0.773 0.122 -0.23
C -2.033 -0.443 -0.120 0.069 0.098 0.237 -0.66
C 1.066 -0.151 0.258 0.064 -0.070 0.152 0.47
N 2.435 0.167 0.120 -0.034 0.096 0.160 -0.86
O 0.755 -1.471 -0.030 -0.027 0.800 0.066 -0.70
N 0.116 0.774 0.221 0.452 1.074 -1.835 -0.47
H 1.473 -2.008 0.325 -0.005 0.059 0.083 0.49
H 2.793 0.063 -0.829 -0.179 0.050 -0.043 0.36
H 2.656 1.091 0.466 0.072 -0.156 0.092 0.37
H -1.693 1.734 0.120 0.113 0.144 0.034 0.17
H 0.397 1.732 -0.068 0.710 -1.073 0.966 0.42
H -2.941 -0.267 -0.697 0.028 -0.023 -0.010 0.22
H -1.478 -1.267 -0.559 -0.162 -0.082 -0.073 0.23
H -2.342 -0.751 0.887 -0.077 -0.144 0.050 0.19
```
Forces are in eV/Å.

---

(4)
Below is a 23-piece molecular cluster, C9H65BrO23P overall, with properties calculated with ωB97M-V/def2-TZVPD.

Computed properties:
Frontier orbital gap, eV: 8.32
Total charge: +1
Strongest force on any atom, eV/A: 0.51
Lowest unoccupied orbital energy, eV: -3.5

```
99
Properties=species:S:1:pos:R:3:forces:R:3:mulliken_charge:R:1
C -1.163 -2.962 2.554 -0.092 0.260 -0.278 -0.79
C -1.098 -2.509 1.088 0.168 -0.077 -0.146 0.29
C 0.180 -2.900 0.312 0.161 0.333 0.264 -1.12
C 1.076 -1.672 -0.005 0.002 -0.260 0.114 0.59
C 2.441 -2.024 -0.613 0.014 -0.018 0.196 -0.94
P 0.034 -0.466 -0.907 0.015 0.076 0.308 0.92
Br 0.713 -0.026 -2.913 0.032 -0.151 -0.111 -0.35
C -0.160 1.089 -0.032 -0.026 0.086 -0.013 -0.67
C 0.924 2.157 -0.267 0.057 -0.111 0.154 -0.67
O 1.499 2.385 0.992 -0.138 -0.001 0.084 -0.39
C 2.457 3.448 1.045 0.255 0.074 -0.023 -0.15
C 3.852 2.917 1.387 -0.025 -0.082 -0.004 -1.09
H -0.937 -2.138 3.233 0.023 -0.124 0.007 0.34
H -0.456 -3.762 2.763 -0.198 -0.138 0.050 0.32
H -2.196 -3.270 2.720 0.242 -0.133 0.425 -0.22
H -1.978 -2.870 0.556 0.114 0.034 -0.003 0.13
H -1.205 -1.417 1.090 -0.133 -0.003 -0.065 -0.11
H 0.790 -3.554 0.941 0.001 0.016 -0.130 0.58
H -0.032 -3.453 -0.607 -0.045 0.054 0.002 0.37
H 1.250 -1.158 0.951 -0.122 0.038 -0.091 0.33
H 3.234 -1.483 -0.095 -0.006 0.080 -0.172 0.45
H 2.527 -1.831 -1.680 -0.034 -0.080 0.016 -0.42
H 2.632 -3.088 -0.456 -0.040 0.056 -0.130 0.42
H -1.240 -0.995 -1.105 -0.075 -0.091 -0.063 -0.01
H -0.096 0.801 1.022 -0.122 0.086 0.008 0.40
H -1.171 1.452 -0.236 0.036 -0.001 -0.087 0.62
H 0.463 3.063 -0.676 0.006 -0.056 0.012 0.40
H 1.688 1.822 -0.981 -0.012 0.028 -0.044 0.29
H 2.468 3.977 0.085 -0.036 -0.045 0.034 0.32
H 2.113 4.150 1.803 -0.026 -0.016 -0.007 0.29
H 4.210 3.314 2.337 -0.008 -0.005 -0.063 0.32
H 4.584 3.159 0.617 -0.001 0.023 0.024 0.30
H 3.814 1.829 1.479 -0.012 0.075 -0.004 0.28
O 1.245 2.608 -5.200 0.056 -0.030 -0.181 -0.63
H 0.701 2.158 -5.862 -0.126 0.084 0.016 0.39
H 1.095 2.113 -4.393 0.010 0.094 0.114 0.21
O 2.150 -2.853 3.277 0.016 0.205 -0.183 -0.53
H 2.534 -2.319 3.988 -0.127 -0.044 0.113 0.36
H 2.755 -2.746 2.538 0.129 -0.086 0.007 0.21
O 1.863 -2.267 6.041 -0.040 -0.024 -0.160 -0.64
H 1.271 -2.936 5.681 -0.003 -0.094 0.041 0.33
H 1.372 -1.868 6.764 0.054 0.086 0.077 0.31
O -3.363 -1.252 -0.671 0.036 0.220 -0.245 -0.55
H -3.945 -1.907 -1.083 -0.145 0.086 -0.038 0.19
H -3.910 -0.918 0.054 -0.096 -0.180 0.049 0.24
O 1.420 0.651 -7.548 -0.044 -0.089 0.075 -0.58
H 2.014 1.402 -7.647 0.043 0.038 0.040 0.31
H 1.719 0.014 -8.203 0.005 -0.016 -0.085 0.28
O -5.215 -2.350 -2.882 0.180 -0.083 0.083 -0.57
H -4.644 -2.879 -3.448 -0.014 -0.042 -0.075 0.29
H -6.062 -2.337 -3.338 -0.081 0.083 0.037 0.28
O 4.468 -4.783 -1.355 0.216 0.106 0.110 -0.60
H 5.424 -4.743 -1.229 0.044 -0.130 -0.023 0.32
H 4.391 -5.267 -2.184 -0.100 0.021 -0.110 0.27
O -3.252 1.384 -1.904 0.331 0.036 -0.044 -0.54
H -3.324 0.425 -1.801 -0.238 -0.202 0.153 0.35
H -3.221 1.544 -2.852 -0.070 0.059 -0.033 0.31
O 1.182 6.700 1.747 -0.158 -0.121 0.086 -0.67
H 1.742 6.674 0.966 0.044 0.168 -0.051 0.31
H 0.414 6.167 1.518 0.006 -0.068 -0.071 0.32
O 2.772 -2.674 -4.242 -0.086 -0.168 0.129 -0.54
H 2.483 -1.796 -3.986 0.076 0.103 -0.081 0.22
H 2.329 -2.852 -5.077 0.064 -0.023 -0.092 0.28
O 5.423 -4.173 -4.600 -0.072 -0.165 0.037 -0.61
H 5.943 -3.360 -4.616 0.043 -0.026 0.216 0.33
H 4.605 -3.907 -4.167 -0.065 0.216 -0.126 0.30
O -5.761 -2.266 0.633 0.243 0.020 0.013 -0.56
H -6.316 -2.594 -0.083 -0.146 -0.104 -0.015 0.31
H -5.997 -2.845 1.370 -0.023 0.028 0.085 0.30
O -4.526 -4.623 2.704 -0.191 -0.002 0.000 -0.58
H -4.095 -4.138 3.413 0.002 -0.003 0.093 0.30
H -3.940 -4.548 1.947 0.026 -0.011 -0.072 0.31
O -7.699 -4.746 2.866 0.072 0.041 0.033 -0.62
H -6.773 -4.952 3.035 0.055 -0.008 -0.018 0.30
H -7.861 -5.086 1.981 0.004 0.066 -0.098 0.31
O -0.789 7.748 3.855 0.122 0.018 0.073 -0.64
H -0.214 7.643 3.088 0.108 0.066 0.007 0.34
H -1.617 7.317 3.637 -0.097 0.015 -0.003 0.29
O 7.172 -1.837 -3.723 -0.020 0.015 -0.171 -0.62
H 7.482 -1.283 -3.002 -0.014 -0.005 0.112 0.30
H 7.833 -1.730 -4.413 0.063 0.012 -0.010 0.30
O -7.524 -4.462 -0.285 0.027 0.043 -0.093 -0.63
H -7.048 -5.106 -0.819 -0.003 -0.069 -0.012 0.31
H -8.377 -4.361 -0.720 -0.073 -0.012 0.049 0.31
O 0.702 9.367 6.045 0.013 0.073 0.096 -0.63
H 0.245 8.778 5.434 -0.070 -0.061 -0.135 0.32
H -0.002 9.717 6.600 -0.071 -0.039 0.035 0.33
O 5.576 -2.533 0.410 -0.105 0.105 -0.014 -0.61
H 5.105 -2.997 -0.290 -0.067 -0.032 -0.023 0.27
H 5.448 -3.073 1.195 0.105 -0.079 0.030 0.33
O -1.453 1.205 -6.106 -0.096 0.205 0.014 -0.61
H -1.317 0.515 -6.762 0.127 -0.012 -0.063 0.32
H -1.154 0.836 -5.273 0.010 -0.198 0.098 0.27
O -4.484 4.149 -1.215 0.025 -0.023 0.090 -0.62
H -4.489 3.188 -1.154 0.088 -0.060 -0.033 0.32
H -4.473 4.329 -2.158 -0.044 0.081 -0.064 0.30
O -0.075 10.712 8.947 0.033 -0.012 -0.147 -0.63
H 0.117 11.185 9.761 -0.044 0.031 0.077 0.30
H 0.705 10.853 8.400 0.079 -0.031 0.015 0.32
```
Forces are in eV/Å.

---

(5)
Below is the molecule C2H3N3O in a non-equilibrium geometry, with properties calculated with ωB97M-V/def2-TZVPD.

Computed properties:
Frontier orbital gap, eV: 10.06
Total charge: 0
Strongest force on any atom, eV/A: 9.76
Lowest unoccupied orbital energy, eV: 0.2
Relative energy (zero: lowest compared OMol25 entry of this formula, charge and spin), kcal per mole: 102.42

```
9
Properties=species:S:1:pos:R:3:forces:R:3:nbo_charge:R:1
O 1.636 0.404 -0.477 -0.050 -2.332 2.896 -0.51
N 0.305 -0.069 -0.143 7.234 5.376 3.744 -0.06
C -0.414 -0.753 -0.869 -7.410 0.737 0.594 0.12
N -1.689 -0.451 -0.444 -0.680 -2.151 -0.035 -0.28
N -1.671 0.285 0.732 3.854 0.076 -2.836 -0.22
C -0.344 0.635 0.789 -2.818 -0.851 3.406 0.06
H 2.118 0.091 0.383 -0.683 0.933 -2.442 0.48
H -0.064 -1.083 -1.729 0.827 -2.066 -3.883 0.21
H 0.124 0.942 1.758 -0.274 0.278 -1.443 0.21
```
Forces are in eV/Å.

---

(6)
Below is C11H10ClNOYb as an isolated structure in a non-equilibrium geometry, with properties calculated with ωB97M-V/def2-TZVPD.

Computed properties:
Multiplicity: 2
Frontier orbital gap (alpha / beta), eV: 5.91 / 5.73
Total charge: -1
Strongest force on any atom, eV/A: 5.55
Lowest unoccupied orbital energy (alpha / beta), eV: 2.6 / 2.4
Relative energy (zero: lowest compared OMol25 entry of this formula, charge and spin), kcal per mole: 19.30

```
25
Properties=species:S:1:pos:R:3:forces:R:3:nbo_charge:R:1
C -2.796 -0.978 -0.013 -1.019 0.276 -0.763 -0.49
C -1.982 -1.162 -1.173 -0.682 0.134 -0.219 -0.35
C -1.527 0.106 -1.607 -0.425 -0.101 0.257 -0.27
H -1.760 -2.109 -1.657 -0.005 0.221 0.245 0.25
C -2.010 1.084 -0.700 -0.405 -0.210 0.023 -0.34
C -2.803 0.429 0.282 -0.781 -0.166 -0.319 -0.44
H -3.250 0.889 1.164 -0.029 -0.050 -0.343 0.25
H -3.181 -1.779 0.621 -0.156 0.220 -0.291 0.25
H -0.980 0.308 -2.529 0.103 -0.138 0.625 0.25
H -1.871 2.160 -0.788 0.147 -0.371 0.152 0.24
Yb -0.776 -0.558 0.927 5.504 0.058 0.704 1.93
Cl 0.109 -2.940 1.078 -0.620 0.477 0.100 -0.64
C 2.863 0.219 0.301 -0.660 -0.048 -0.315 -0.37
C 2.381 1.434 -0.263 -0.369 -0.389 -0.189 -0.36
C 1.837 1.143 -1.548 0.071 -0.338 0.544 -0.38
H 2.356 2.403 0.234 0.154 -0.159 -0.151 0.19
C 1.976 -0.251 -1.774 -0.151 0.115 0.617 -0.38
C 2.599 -0.826 -0.627 -0.397 0.355 0.063 -0.36
H 2.755 -1.891 -0.455 0.109 0.326 -0.107 0.20
H 3.278 0.095 1.298 0.008 0.051 -0.218 0.20
H 1.330 1.847 -2.204 0.194 -0.028 0.035 0.18
H 1.601 -0.808 -2.628 0.146 0.087 0.009 0.18
O 0.027 0.331 5.214 -0.187 0.190 -1.144 -0.62
C -0.066 0.397 4.021 0.312 -0.184 0.702 0.80
N -0.111 0.458 2.825 -0.860 -0.328 -0.013 -0.95
```
Forces are in eV/Å.